The following is a quantum chemistry calculation of one molecule with the formula C10H9F2N3O, from OMol25.

Its HOMO-LUMO gap is 9.7 eV. The structure (SMILES) is CC(=O)C1=CCC(F)=C[C@@]1(F)n1cncn1. Its molar mass is 225.20 g mol⁻¹. Its relative energy (zero: lowest compared OMol25 entry of this formula, charge and spin) is 0.0 kcal per mole. The highest occupied orbital energy is -9.830 eV.

The geometry in ORCA input format:
```
! wB97M-V def2-TZVPD RIJCOSX def2/J DEFGRID3
* xyz 0 1
C 0.0443 -2.4373 -1.3908
C 0.6314 -2.0657 -0.0075
O 1.4892 -2.8111 0.4666
C 0.2911 -0.8365 0.7101
C 1.1674 -0.4813 1.7455
C 1.0788 0.7994 2.5072
C -0.2132 1.5270 2.2775
F -0.5720 2.5196 3.0950
C -1.1082 1.1970 1.2818
C -0.8734 0.0661 0.3130
F -2.0289 -0.6706 0.2280
N -0.5513 0.6735 -1.0018
C -1.3597 0.6321 -2.1297
N -0.6711 1.2320 -3.0730
C 0.4802 1.7131 -2.4864
N 0.5611 1.4359 -1.2182
H 0.4800 -1.7425 -2.1021
H -1.0554 -2.3659 -1.3417
H 0.3024 -3.4798 -1.6543
H 1.9612 -1.1613 2.0814
H 1.1312 0.5990 3.5711
H 1.9086 1.4518 2.2201
H -2.0100 1.7568 1.2181
H -2.3087 0.1722 -2.2804
H 1.2250 2.2766 -3.0296
*
```

Löwdin atomic charge list, values in e, 4 entries: 0.01, -0.38, 0.05, -0.05

=====

The following is a quantum chemistry calculation of one molecule with the formula C10H9I, from OMol25.

Its HOMO-LUMO gap is 9.6 eV. The structure (SMILES) is C=C(I)C(=C)c1ccccc1. Its molar mass is 256.09 g mol⁻¹. Its relative energy (zero: lowest compared OMol25 entry of this formula, charge and spin) is 18.4 kcal per mole. The highest occupied orbital energy is -9.042 eV.

The geometry in ORCA input format:
```
! wB97M-V def2-TZVPD RIJCOSX def2/J DEFGRID3
* xyz 0 1
C 2.8923 0.5132 -1.6715
C 1.6566 0.1013 -1.4970
I 1.0397 -1.7383 -2.2905
C 0.5554 0.9318 -0.7605
C 0.5875 2.2450 -0.8082
C -0.3366 0.0494 0.0806
C -1.5998 -0.3115 -0.3366
C -2.4779 -0.9290 0.5751
C -2.0430 -1.3543 1.8178
C -0.7400 -1.1027 2.2444
C 0.1182 -0.4246 1.3348
H 3.4245 -0.2435 -2.2202
H 3.4104 1.3161 -1.1773
H 1.1558 2.8149 -1.6273
H -0.0323 2.7237 -0.0787
H -1.9866 0.0630 -1.2289
H -3.4193 -1.2628 0.0582
H -2.7850 -1.6578 2.6738
H -0.5724 -1.4922 3.3222
H 1.1524 -0.2415 1.5899
*
```

Löwdin atomic charge list, values in e, 4 entries: -0.07, -0.73, 0.91, -0.32

=====

The following is a quantum chemistry calculation of C10H9IN4 as an isolated structure, from OMol25.

Its HOMO-LUMO gap is 4.9 eV. Its molar mass is 312.11 g mol⁻¹. Its relative energy (zero: lowest compared OMol25 entry of this formula, charge and spin) is 74.3 kcal per mole. The highest occupied orbital energy is -7.223 eV.

The geometry in ORCA input format:
```
! wB97M-V def2-TZVPD RIJCOSX def2/J DEFGRID3
* xyz 0 1
C 0.1159 -0.3787 -2.2538
C -0.2351 -1.6918 -2.0032
C -0.6216 0.5893 -1.6347
C 2.5347 0.7509 0.8421
C -1.2161 -2.0093 -1.0571
C 1.7917 1.7345 1.3771
C 1.9629 -0.5485 0.7695
C -1.5740 0.2690 -0.6358
C 0.1341 0.4034 1.8194
C -2.1947 1.1652 0.2104
N -1.8584 -1.0552 -0.3385
N 0.6075 1.6319 1.8662
N 0.7475 -0.6605 1.1638
N -0.9999 0.2019 2.4809
I -1.5459 -1.6888 2.3995
H 0.9961 -0.2077 -2.9047
H 0.3432 -2.5064 -2.4655
H -0.4801 1.6547 -1.7903
H 3.5185 1.0991 0.5214
H -1.5231 -3.1194 -1.0344
H 2.1586 2.7258 1.3093
H 2.3638 -1.2930 0.1764
H -2.3243 2.2244 0.1259
H -2.7013 0.7093 1.0561
*
```

Löwdin atomic charge list, values in e, 4 entries: -0.08, -0.08, -0.02, -0.07

=====

The following is a quantum chemistry calculation of one molecule with the formula C10H9N, from OMol25.

Its HOMO-LUMO gap is 9.2 eV. The structure (SMILES) is c1ccc(-n2cccc2)cc1. Its molar mass is 143.19 g mol⁻¹. Its relative energy (zero: lowest compared OMol25 entry of this formula, charge and spin) is 42.3 kcal per mole. The highest occupied orbital energy is -8.268 eV.

The geometry in ORCA input format:
```
! wB97M-V def2-TZVPD RIJCOSX def2/J DEFGRID3
* xyz 0 1
C -3.1864 -0.0749 -0.1854
C -2.5100 1.1261 0.3123
C -1.0979 1.1468 0.6190
C -0.3907 -0.0247 0.2749
N 1.0451 -0.0344 0.2468
C 1.9246 -0.9185 0.7547
C 3.1506 -0.5337 0.1745
C 2.9703 0.6520 -0.6065
C 1.6670 0.8975 -0.5491
C -0.9414 -1.1356 -0.2829
C -2.3399 -1.1882 -0.3605
H -4.2668 -0.2766 -0.3143
H -2.9887 2.0676 0.2863
H -0.5339 2.0133 1.0492
H 1.7926 -1.5621 1.6813
H 4.0331 -0.9293 0.6301
H 3.6284 1.1365 -1.2385
H 1.1796 1.7559 -1.0767
H -0.3474 -1.9633 -0.7726
H -2.7882 -2.1543 -0.6427
*
```

Löwdin atomic charge list, values in e, 4 entries: -0.06, -0.05, 0.00, -0.24

=====

The following is a quantum chemistry calculation of C10H9N2NdO5Se as an isolated structure, from OMol25.

Its HOMO-LUMO gap (alpha / beta) is 6.3 / 6.5 eV. The expectation value of S² is 3.7632. Its molar mass is 460.39 g mol⁻¹. Its relative energy (zero: lowest compared OMol25 entry of this formula, charge and spin) is 8.9 kcal per mole. The highest occupied orbital energy (alpha / beta) is -14.948 / -14.969 eV.

The geometry in ORCA input format:
```
! wB97M-V def2-TZVPD RIJCOSX def2/J DEFGRID3
* xyz 2 4
O 0.0840 1.5529 -4.2969
C 0.0755 0.5266 -3.6310
Nd 0.0160 -0.6742 -1.3535
O 0.0633 2.8858 -0.8198
C 0.0473 1.8508 -1.3920
C 0.0751 -0.8558 -4.2912
O 0.0665 -1.7999 -3.4502
C 2.4600 0.2273 -2.3468
O 3.5541 0.3857 -2.6795
C -2.4549 0.2301 -2.3817
O -3.5968 0.3437 -2.6117
H 0.1148 -0.9936 -5.3852
C -2.4552 -0.8753 1.9446
N -1.1191 -0.3725 2.2518
C -0.8347 0.7421 3.0624
C 0.5357 0.9327 3.0231
N 1.0445 -0.0471 2.1643
C 2.4391 -0.1631 1.7729
C 0.0496 -0.9004 1.7550
Se 0.1797 -2.5471 0.8824
H -2.7931 -0.4505 0.9673
H -3.1313 -0.5434 2.7546
H -2.4153 -1.9802 1.9439
H -1.6057 1.3142 3.5977
H 1.1987 1.6861 3.5131
H 2.6924 0.7489 1.2031
H 3.0974 -0.1542 2.6569
H 2.6127 -1.0700 1.1468
*
```

Löwdin atomic charge list, values in e, 4 entries: 0.06, -0.51, 1.49, 0.16

=====

The following is a quantum chemistry calculation of an isolated ion of composition C10H9N2O2S and charge +1, from OMol25.

Its HOMO-LUMO gap (alpha / beta) is 6.3 / 5.9 eV. The expectation value of S² is 2.0291. Its molar mass is 221.26 g mol⁻¹. The highest occupied orbital energy (alpha / beta) is -9.636 / -13.799 eV.

The geometry in ORCA input format:
```
! wB97M-V def2-TZVPD RIJCOSX def2/J DEFGRID3
* xyz 1 3
C 2.5349 -0.1501 -1.6967
C 2.2386 -1.3883 -2.1146
C 1.7747 0.4927 -0.7238
C 1.0131 -1.9587 -1.8788
C -2.1174 1.1977 1.7720
C -2.6965 0.1592 1.0859
C 0.4978 -0.0155 -0.4962
C 0.1388 -1.2191 -1.1073
C -0.6237 0.3948 0.4117
C 0.1229 2.2108 2.0124
N -0.8135 1.3110 1.3710
N -1.7725 -0.2539 0.2264
O -1.3839 -2.6414 0.5694
O -2.3833 -2.0749 -1.5704
S -1.4125 -1.8630 -0.5989
H 3.5716 0.0986 -1.9289
H 2.9028 -1.8580 -2.8570
H 2.1073 1.4625 -0.1842
H 0.9205 -2.9895 -2.2367
H -2.4845 1.9269 2.4746
H -3.6069 -0.1725 0.8514
H 0.6708 1.6875 2.8898
H 1.0193 2.4936 1.3149
H -0.2186 3.1495 2.4140
*
```

Löwdin atomic charge list, values in e, 4 entries: -0.06, -0.07, 0.01, -0.01